A cluster of 4 separate species, C15H19N2O10 in total in a non-equilibrium geometry. Source: the Open Molecules 2025 dataset; level of theory: wB97M-V/def2-TZVPD.

Cartesian coordinates (Å):
C: 6.17094 0.11475 0.51556
C: 5.23195 0.82131 0.92303
C: 4.34150 1.95511 1.59617
N: 2.91486 1.71373 1.25909
C: 2.25908 2.63082 0.41681
N: 0.93224 2.23044 0.22460
C: 0.71711 1.04190 0.99994
C: 2.00705 0.68375 1.66794
O: 2.33562 -0.39528 2.50228
H: 7.15370 -0.43246 0.35828
H: 4.72644 2.97524 1.28995
H: 4.48877 1.86016 2.71462
H: 2.77030 3.53490 -0.02711
H: 0.19147 2.69363 -0.32982
H: -0.27207 0.49349 1.06517
H: 1.76002 -1.15048 2.22507
C: 8.41528 -1.76544 -3.66894
C: 7.41817 -1.24599 -2.67471
O: 8.15468 -1.23997 -1.45711
C: 9.47755 -1.16976 -1.78819
O: 10.35616 -0.97974 -1.00501
O: 9.66003 -1.34357 -3.12417
H: 8.26667 -1.34887 -4.66546
H: 8.41066 -2.85674 -3.73592
H: 7.09629 -0.22497 -2.89849
H: 6.53802 -1.88471 -2.59340
C: -4.43881 1.38749 1.20481
C: -4.77720 0.33558 0.19251
O: -3.93296 0.67253 -0.90967
C: -2.88905 1.37503 -0.41439
O: -1.90857 1.66845 -1.04618
O: -3.08538 1.70734 0.88979
H: -4.52549 1.02414 2.22896
H: -5.04890 2.28815 1.09528
H: -4.52770 -0.66685 0.53353
H: -5.82228 0.35974 -0.09842
C: -9.68402 -1.36865 -0.02598
C: -9.67917 -2.09901 1.28394
O: -8.30949 -2.45117 1.44676
C: -7.57913 -1.57458 0.71127
O: -6.38412 -1.48295 0.75721
O: -8.37464 -0.81208 -0.08398
H: -10.44160 -0.58576 -0.06509
H: -9.82132 -2.03820 -0.87908
H: -9.98237 -1.46281 2.11985
H: -10.31033 -2.98765 1.26871

Calculated values
multiplicity = 1
LUMO level = -2.9400 eV
electronic energy = -39308.5151 eV
HOMO energy = -12.83 eV
Kohn-Sham gap = 9.89 eV
ΔE to the lowest compared entry with this formula, charge and spin = 41.08 kcal/mol
charge = +1